a:
The following is a quantum chemistry calculation of the ion C2H3N4 with charge -1, from the OMol25 dataset.

Cartesian coordinates (Å):
C: -0.213 0.052 0.082
C: 1.442 0.005 0.023
N: -0.937 0.957 -0.569
N: -0.956 -0.954 0.540
N: -2.185 0.627 -0.290
N: -2.213 -0.527 0.383
H: 1.758 0.990 -0.138
H: 1.859 -0.456 0.902
H: 1.444 -0.693 -0.934

Its net charge is -1. The HOMO-LUMO gap comes out at 8.74 eV.

b:
The following is a quantum chemistry calculation of the ion C2H3N4 with charge -1, from the OMol25 dataset.

Cartesian coordinates (Å):
C: -0.092 -0.171 0.162
C: 1.300 0.026 -0.028
N: -1.223 1.177 0.250
N: -0.886 -1.168 0.018
N: -2.225 0.504 0.015
N: -2.164 -0.771 -0.120
H: 2.103 -0.192 0.867
H: 1.809 -0.446 -0.836
H: 1.379 1.041 -0.329

Its net charge is -1. The HOMO-LUMO gap comes out at 7.75 eV.

Structures ranked by computed energy, the most stable listed first: a, b.

a:
The following is a quantum chemistry calculation of a cluster of 2 separate species, CH3Cl2FSi in total, from the OMol25 dataset.

Cartesian coordinates (Å):
C: 0.921 0.198 0.352
F: 1.392 0.774 -0.813
Si: -0.652 1.183 0.813
Cl: -2.338 0.697 -0.272
Cl: -0.531 3.140 0.604
H: 0.903 -0.861 0.099
H: 1.670 0.438 1.203
H: -0.243 1.132 2.817

The HOMO-LUMO gap comes out at 10.05 eV.

b:
The following is a quantum chemistry calculation of a cluster of 2 separate species, CH3Cl2FSi in total, from the OMol25 dataset.

Cartesian coordinates (Å):
C: -2.059 0.001 -0.046
F: -1.224 0.988 -0.447
Si: 1.748 -0.428 0.033
Cl: 1.257 1.133 1.372
Cl: 2.152 0.316 -1.898
H: -1.517 -0.890 -0.264
H: -3.048 0.155 0.333
H: 2.691 -1.277 0.918

The HOMO-LUMO gap (alpha / beta) comes out at 7.16 / 8.65 eV.

Structures ranked by computed energy, the most stable listed first: a, b.

a:
The following is a quantum chemistry calculation of an isolated molecule of CH3Cl2FSi, from the OMol25 dataset.

Cartesian coordinates (Å):
F: 0.490 1.531 1.264
C: -0.480 0.750 0.660
Si: 0.372 -0.655 -0.440
Cl: 1.165 0.267 -2.090
Cl: -1.183 -1.873 -1.037
H: -1.014 0.173 1.407
H: -1.122 1.234 0.049
H: 1.771 -1.427 0.187

The HOMO-LUMO gap comes out at 11.39 eV. Its structure (SMILES) is FC[SiH](Cl)Cl.

b:
The following is a quantum chemistry calculation of a cluster of 2 separate species, CH3Cl2FSi in total, from the OMol25 dataset.

Cartesian coordinates (Å):
C: -1.654 0.042 -1.218
F: -0.905 -1.055 -1.521
Si: 1.373 -0.429 0.970
Cl: -0.070 0.335 2.324
Cl: 2.196 1.126 -0.062
H: -1.441 0.524 -0.263
H: -1.534 0.754 -2.034
H: 2.036 -1.298 1.804

The HOMO-LUMO gap (alpha / beta) comes out at 8.17 / 8.10 eV.

Structures ranked by computed energy, the most stable listed first: a, b.

a:
The following is a quantum chemistry calculation of an isolated molecule of C2H2Cl2O2, from the OMol25 dataset.

Cartesian coordinates (Å):
O: -1.135 1.271 0.518
C: -0.425 0.484 -0.055
O: -0.303 0.480 -1.393
C: 0.488 -0.579 0.476
Cl: 1.207 -0.143 2.024
Cl: -0.334 -2.201 0.438
H: -0.786 1.253 -1.757
H: 1.288 -0.565 -0.252

The HOMO-LUMO gap comes out at 11.52 eV. Its structure (SMILES) is O=C(O)C(Cl)Cl.

b:
The following is a quantum chemistry calculation of a structure of composition C2H2Cl2O2, from the OMol25 dataset.

Cartesian coordinates (Å):
C: 0.616 -0.673 0.132
C: -1.830 -0.656 0.071
O: 2.022 1.392 0.472
O: 1.204 0.142 -0.450
Cl: -2.776 -2.057 -0.319
Cl: -2.111 0.651 -0.927
H: 0.626 -0.996 1.112
H: 2.250 2.197 -0.092

The HOMO-LUMO gap (alpha / beta) comes out at 6.81 / 8.08 eV.

c:
The following is a quantum chemistry calculation of an isolated molecule of C2H2Cl2O2, from the OMol25 dataset.

Cartesian coordinates (Å):
C: -0.749 0.000 -0.187
C: 0.854 0.131 -0.214
O: -0.948 -0.671 1.035
O: 0.325 -0.501 1.674
Cl: 1.513 -1.078 -1.057
Cl: 1.292 1.699 -0.037
H: -1.146 1.036 -0.140
H: -1.142 -0.616 -1.074

The HOMO-LUMO gap comes out at 7.84 eV.

Structures ranked by computed energy, the most stable listed first: a, c, b.

a:
The following is a quantum chemistry calculation of an isolated molecule of C3H6N2S3, from the OMol25 dataset.

Cartesian coordinates (Å):
C: -1.471 0.086 -0.161
C: -1.124 0.078 1.306
C: 0.713 -0.738 -1.404
N: 0.219 -0.277 1.842
N: 1.614 -0.585 -0.470
S: -1.173 1.665 0.625
S: 1.385 -1.254 1.109
S: 0.764 0.345 -2.735
H: -2.449 -0.109 -0.448
H: -1.787 0.080 2.100
H: 0.209 -1.669 -1.448
H: 0.554 0.578 2.413
H: 2.215 0.252 -0.573
H: 0.330 1.549 -2.157

The HOMO-LUMO gap (alpha / beta) comes out at 7.25 / 6.50 eV.

b:
The following is a quantum chemistry calculation of an isolated molecule of C3H6N2S3, from the OMol25 dataset.

Cartesian coordinates (Å):
C: -0.211 -0.742 1.814
N: -1.063 -0.597 0.654
C: -0.772 -0.319 -0.655
S: -1.783 -0.180 -1.901
N: 0.610 0.109 -0.839
S: 1.275 -0.759 -2.172
C: 1.016 1.309 -0.368
S: 0.053 2.298 0.594
H: -0.347 0.233 2.227
H: 0.825 -0.891 1.423
H: -0.440 -1.596 2.419
H: -2.183 -0.423 0.821
H: 1.007 -0.045 -3.324
H: 2.013 1.601 -0.693

The HOMO-LUMO gap comes out at 8.53 eV. Its structure (SMILES) is CNC(=S)N(S)C=S.

Structures ranked by computed energy, the most stable listed first: b, a.

a:
The following is a quantum chemistry calculation of an isolated molecule of C6H14N2, from the OMol25 dataset.

Cartesian coordinates (Å):
C: -0.565 0.594 2.048
N: 0.109 0.357 0.797
C: 0.418 1.550 0.042
C: 0.217 1.203 -1.438
C: -0.835 0.100 -1.399
C: -0.616 -0.612 -0.064
C: 0.137 -1.947 -0.124
N: 1.613 -1.852 -0.002
H: 0.076 1.173 2.713
H: -0.732 -0.350 2.577
H: -1.559 1.021 1.902
H: 1.416 1.915 0.232
H: -0.261 2.340 0.271
H: 1.161 0.962 -1.936
H: -0.107 2.075 -2.005
H: -1.777 0.647 -1.358
H: -0.819 -0.638 -2.183
H: -1.575 -0.821 0.419
H: 0.057 -2.511 -1.016
H: -0.189 -2.543 0.730
H: 1.988 -1.531 -0.884
H: 1.843 -1.134 0.679

The HOMO-LUMO gap comes out at 9.50 eV. Its structure (SMILES) is CN1CCC[C@H]1CN.

b:
The following is a quantum chemistry calculation of an isolated molecule of C6H14N2, from the OMol25 dataset.

Cartesian coordinates (Å):
C: 1.919 -0.217 -0.070
C: -0.509 0.632 0.505
C: 2.018 -1.695 0.198
C: -1.290 1.832 0.401
C: -1.746 -1.272 -0.731
C: -1.298 -0.704 0.634
N: 0.804 0.621 -0.013
N: 1.148 1.927 -0.385
H: 2.695 0.316 -0.504
H: 2.954 -1.804 0.892
H: 2.122 -2.183 -0.668
H: 1.226 -2.053 0.799
H: -1.568 2.406 -0.583
H: -0.708 2.599 0.976
H: -2.162 1.688 1.019
H: -2.481 -0.606 -1.262
H: -2.413 -2.130 -0.569
H: -0.813 -1.473 -1.410
H: -0.688 -1.431 1.300
H: -2.197 -0.551 1.277
H: 0.804 2.257 -1.288
H: 2.182 1.839 -0.518

The HOMO-LUMO gap (alpha / beta) comes out at 7.07 / 7.12 eV.

Structures ranked by computed energy, the most stable listed first: a, b.